119
Properties=species:S:1:pos:R:3:forces:R:3 method="wB97M-V/def2-TZVPD" homo_energy_ev=-2.9 multiplicity=1 total_charge=-1 molar_mass_g_mol=1004.54 e_tot_ha=-3540.72304 lumo_ev=2.29
H 4.070679 2.903865 4.036226 0.018 -0.005 0.035
C 0.134347 -1.833188 3.156338 0.091 0.146 -0.104
H 3.033043 -4.041944 4.569432 -0.005 -0.005 -0.012
C 1.160987 4.275173 2.289181 0.044 0.201 -0.272
C -3.944247 1.270592 -3.409348 -0.027 0.079 0.079
H -3.697669 -1.502081 -3.478435 -0.055 -0.094 0.053
C 2.224883 -3.439895 4.169955 0.089 0.011 -0.006
C 2.635272 -3.751786 -1.816131 -0.017 -0.113 0.189
H -5.345746 2.192973 -0.902522 -0.056 0.000 0.040
C 1.090612 -2.673167 -0.097658 0.063 -0.009 -0.112
H -4.417709 -2.641023 -2.339421 0.006 0.054 -0.087
C -0.835081 -3.025641 -3.930341 -0.183 0.126 -0.192
H 4.846826 1.352842 4.346780 -0.020 0.018 0.026
H 4.591690 -3.941315 -0.900624 0.000 -0.042 0.052
H 2.730867 -4.727996 -2.297269 0.016 0.038 -0.077
C -0.101006 -2.863726 4.071341 -0.029 -0.153 0.030
C 1.893084 3.673999 -1.818099 0.159 0.341 -0.432
C -2.988483 1.277733 -2.215436 0.023 -0.073 0.022
C 3.095008 1.256892 3.064595 0.139 -0.119 0.026
C -1.084001 -1.921607 -2.900917 -0.200 0.053 -0.102
C 3.382757 0.333359 1.872476 -0.339 -0.041 -0.005
H -2.872778 2.313747 -1.884665 0.069 -0.029 0.040
H -4.779280 -2.620647 -0.544774 0.065 -0.010 0.054
C 2.274858 3.815183 -4.563699 0.040 0.095 -0.034
H -5.169494 -0.669785 -1.908382 -0.036 0.015 0.063
H 4.101422 -0.429564 2.187013 0.051 0.048 -0.068
H 1.907146 1.698297 -4.555651 0.007 0.012 0.008
C -4.976012 0.098983 -1.155852 -0.015 0.194 0.086
C -2.689400 -1.840594 2.045102 -0.009 0.157 -0.299
C 5.357504 2.228471 2.434275 -0.093 0.093 -0.015
H -5.360560 -0.264828 -0.202173 0.012 -0.026 -0.054
H 2.425397 3.856510 -5.635264 -0.014 -0.006 0.007
H -0.200738 -1.783325 -2.271988 -0.472 0.524 -0.228
H 0.549628 3.992394 4.326404 0.001 0.050 0.039
C -4.425364 -3.432804 2.694349 0.024 -0.023 0.064
C -4.948589 -3.411340 1.412798 -0.078 -0.037 -0.064
H 2.629477 0.685987 3.872304 -0.038 0.037 0.007
C 1.179582 -3.522958 -1.371791 0.258 -0.017 -0.020
C 1.987748 2.593353 -3.951208 0.008 -0.043 0.042
H -6.767679 1.300810 -1.435730 0.006 0.046 0.020
C 1.536095 5.312733 1.391276 -0.152 -0.101 0.685
C -3.480699 0.405960 -1.024801 0.234 -0.097 0.066
C -4.340634 -2.631859 0.442840 -0.044 -0.079 -0.016
H -2.879861 0.450240 4.205162 -0.004 0.003 -0.020
H 5.973895 3.097727 2.674848 0.051 -0.042 0.008
H -1.227270 0.562388 4.804673 0.027 -0.004 -0.013
H -5.437411 2.827103 -3.161150 -0.018 -0.004 -0.042
H -3.379549 1.005801 -0.110415 0.004 0.063 -0.053
Si -1.266061 -0.592581 2.559356 -0.064 0.115 0.286
H -4.171533 -3.719562 -4.518646 0.012 -0.039 0.010
H 0.020985 -2.761369 -4.558958 0.038 -0.049 0.018
C 2.178823 -1.592164 -0.041989 -0.237 0.211 0.132
H -3.092905 -4.486265 -3.348898 -0.040 -0.029 -0.013
H -4.001315 0.264860 -3.829740 -0.003 0.111 -0.018
H -1.999442 0.951196 -2.544508 0.052 0.081 0.049
H 2.928050 -2.998122 -2.554340 0.010 0.002 -0.027
C -5.354892 1.746270 -3.021715 0.070 -0.003 0.056
C 3.933835 1.142970 0.679699 -0.039 0.076 0.108
H -4.877331 -4.058774 3.456026 -0.008 0.037 0.027
H -1.900968 -4.086756 -5.490719 0.021 0.044 -0.030
C -3.327871 -2.642812 2.995760 -0.081 -0.026 0.077
H 3.114027 1.388721 -0.005546 0.065 -0.008 -0.071
H -1.251864 -0.975936 -3.430785 -0.014 0.003 0.013
H 0.698514 -4.485270 -1.177426 -0.038 -0.038 -0.024
C 2.494739 -2.428455 3.264442 0.074 0.002 0.094
H 2.580711 5.929131 -4.293800 -0.003 -0.022 -0.024
H 1.857523 7.422402 1.034969 0.050 0.034 0.059
H 0.625747 -3.044410 -2.180618 0.653 -0.603 0.488
C 2.366671 4.979839 -3.819221 0.014 -0.001 -0.056
H 3.849146 3.226802 1.269922 -0.005 -0.004 -0.017
P -2.270091 -0.963457 -0.587724 -0.444 0.018 -0.264
C 0.975881 6.048538 3.989703 -0.010 0.066 -0.034
H -6.085930 1.279880 -3.688200 -0.014 0.050 -0.010
H 2.056103 -0.953097 -0.925190 -0.016 -0.030 -0.020
H -5.828641 -3.995805 1.169172 0.012 -0.004 -0.023
C -3.278037 -3.562252 -3.907057 -0.002 0.191 -0.105
C 1.344864 7.029183 3.072630 -0.008 0.088 0.126
C 0.913431 -3.671039 4.559958 -0.055 -0.017 0.003
S 2.164506 6.166784 -1.257031 -0.053 -0.219 0.190
C 1.795114 4.950527 0.006037 0.029 0.090 -0.804
P 1.752647 -0.432565 1.390171 0.738 -0.206 -0.074
H -0.584879 -3.957542 -3.413265 -0.030 0.009 -0.053
Tl 0.161083 2.104496 1.106288 -0.831 0.032 -0.189
C -2.072617 -3.261333 -4.793956 0.020 -0.116 0.116
C -5.686280 1.391450 -1.564335 -0.047 -0.147 -0.094
C -1.941353 -0.101979 4.310089 0.020 -0.154 -0.038
H -2.274896 -2.365104 -5.390535 -0.026 -0.008 -0.025
H -1.114446 -3.059092 4.404190 0.116 0.025 0.027
H 0.759941 6.332748 5.014935 -0.007 -0.030 -0.001
H 1.562261 1.575425 -2.092104 0.013 0.023 -0.042
H 3.242629 -4.345401 0.158729 0.037 0.002 0.016
H 4.051870 -2.216661 0.906288 0.027 0.045 0.017
H 5.284471 2.795277 0.341831 -0.044 0.053 -0.013
H 1.192321 -3.318028 0.775909 -0.029 0.010 0.073
C 3.575841 -3.651599 -0.618840 0.014 0.082 -0.151
C 0.868196 4.725625 3.587458 0.084 -0.261 -0.015
H 0.688036 -4.478331 5.248225 -0.017 0.031 0.032
H -2.123471 -0.950061 4.980394 0.001 0.042 0.060
N 1.711421 3.752088 -0.462311 0.168 -0.156 0.271
H 4.225578 -1.607080 -0.729329 0.026 0.016 0.047
C 1.610529 6.662190 1.770859 0.021 -0.187 -0.195
H 2.373527 2.018005 2.752948 0.035 0.026 0.044
C 2.168146 4.902046 -2.447742 -0.061 -0.066 0.204
H 3.525752 -2.249473 2.985873 0.000 -0.007 -0.061
H 0.104402 -2.202309 -0.022657 0.030 -0.059 0.047
H 1.411091 8.066768 3.377902 -0.001 -0.003 -0.030
H -2.961239 -2.651873 4.016345 -0.115 0.058 -0.061
C 1.464880 -1.643051 2.739891 -0.222 -0.037 0.009
H -3.536725 1.912764 -4.193544 -0.005 -0.050 -0.049
C 1.801123 2.511996 -2.584324 -0.042 -0.060 0.114
C 4.362923 1.957447 3.574467 0.025 -0.058 -0.075
H 6.032842 1.374342 2.313807 0.032 0.020 0.004
C 3.589590 -2.215448 -0.081024 -0.055 -0.097 0.082
H -2.108064 -3.166453 -1.478187 0.015 -0.034 -0.037
C -3.520501 -2.421284 -2.915243 0.068 -0.275 0.076
C 4.604963 2.449591 1.124961 0.098 -0.098 0.020
C -2.302214 -2.224516 -2.010301 0.130 0.387 0.137
C -3.208088 -1.865095 0.727749 0.281 -0.110 0.239
H 4.653375 0.530997 0.129197 -0.038 -0.001 -0.034